C42H45N9O4 | ωB97M-V with the def2-TZVPD basis set

Summary:
- energy above the lowest of the compared OMol25 structures with the same formula, charge and spin (eV) = 0.000
- highest occupied orbital energy (eV) = -7.99
- total charge = 0
- largest force on an atom (eV Å⁻¹) = 0.6
- SMILES string = [H]/N=C/CC1=C(OC#N)C(=O)C=C(CCC(=O)Nc2ccccc2)C1=O.c1cc[nH]c1.c1cc[nH]c1.c1cc[nH]c1.c1cc[nH]c1.c1cc[nH]c1.c1cc[nH]c1
- LUMO energy (eV) = -1.225

Bonds (Å) are listed after each position.
Atoms and positions in Å:
1 H -1.496 -3.316 3.896  N2 1.017
2 N -1.075 -2.450 3.569  H1 1.017, C3 1.263
3 C 0.140 -2.362 3.901  N2 1.263, C4 1.503, H27 1.090
4 C 0.941 -1.157 3.494  C3 1.503, C5 1.492, H28 1.093, H29 1.090
5 C 0.176 -0.363 2.489  C4 1.492, C6 1.321, C25 1.502
6 C -0.081 0.933 2.525  C5 1.321, O7 1.412, C10 1.492
7 O 0.416 1.772 3.547  C6 1.412, C8 1.301
8 C -0.392 1.866 4.562  O7 1.301, N9 1.150
9 N -1.067 2.000 5.483  C8 1.150
10 C -0.854 1.592 1.432  C6 1.492, O11 1.205, C12 1.483
11 O -0.652 2.728 1.084  C10 1.205
12 C -1.855 0.695 0.806  C10 1.483, C13 1.334, H30 1.082
13 C -1.650 -0.621 0.743  C12 1.334, C14 1.503, C25 1.494
14 C -2.660 -1.556 0.139  C13 1.503, C15 1.525, H31 1.088, H32 1.090
15 C -2.261 -2.112 -1.224  C14 1.525, C16 1.501, H33 1.093, H34 1.083
16 C -1.245 -3.212 -1.128  C15 1.501, O17 1.211, N18 1.411
17 O -1.355 -4.053 -0.264  C16 1.211
18 N -0.242 -3.348 -2.111  C16 1.411, C19 1.432, H35 1.014
19 C 0.757 -2.330 -2.235  N18 1.432, C20 1.385, C24 1.399
20 C 0.479 -1.039 -2.651  C19 1.385, C21 1.383, H36 1.076
21 C 1.491 -0.098 -2.723  C20 1.383, C22 1.388, H37 1.081
22 C 2.803 -0.433 -2.421  C21 1.388, C23 1.386, H38 1.080
23 C 3.085 -1.733 -2.030  C22 1.386, C24 1.374, H39 1.080
24 C 2.083 -2.669 -1.940  C19 1.399, C23 1.374, H40 1.082
25 C -0.339 -1.093 1.282  C5 1.502, C13 1.494, O26 1.206
26 O 0.355 -1.913 0.733  C25 1.206
27 H 0.659 -3.139 4.462  C3 1.090
28 H 1.889 -1.496 3.070  C4 1.093
29 H 1.187 -0.555 4.369  C4 1.090
30 H -2.755 1.147 0.411  C12 1.082
31 H -2.910 -2.346 0.844  C14 1.088
32 H -3.557 -0.953 0.005  C14 1.090
33 H -3.133 -2.581 -1.687  C15 1.093
34 H -1.990 -1.282 -1.865  C15 1.083
35 H 0.216 -4.221 -1.875  N18 1.014
36 H -0.516 -0.747 -2.939  C20 1.076
37 H 1.245 0.902 -3.053  C21 1.081
38 H 3.578 0.316 -2.499  C22 1.080
39 H 4.103 -2.010 -1.801  C23 1.080
40 H 2.319 -3.672 -1.611  C24 1.082
41 C -6.216 -6.269 -2.842  C42 1.422, C45 1.370, H46 1.077
42 C -5.780 -5.565 -1.687  C41 1.422, C43 1.370, H47 1.077
43 C -4.412 -5.518 -1.728  C42 1.370, N44 1.369, H48 1.078
44 N -4.007 -6.168 -2.863  C43 1.369, C45 1.367, H49 1.003
45 C -5.098 -6.629 -3.547  C41 1.370, N44 1.367, H50 1.076
46 H -7.233 -6.489 -3.121  C41 1.077
47 H -6.400 -5.141 -0.915  C42 1.077
48 H -3.690 -5.083 -1.056  C43 1.078
49 H -3.053 -6.292 -3.146  N44 1.003
50 H -4.987 -7.171 -4.470  C45 1.076
51 C -0.161 6.790 5.839  C52 1.422, C55 1.369, H56 1.077
52 C -0.139 5.440 5.393  C51 1.422, C53 1.370, H57 1.077
53 C 0.831 5.348 4.430  C52 1.370, N54 1.368, H58 1.077
54 N 1.394 6.585 4.280  C53 1.368, C55 1.368, H59 1.003
55 C 0.795 7.471 5.134  C51 1.369, N54 1.368, H60 1.076
56 H -0.805 7.212 6.592  C51 1.077
57 H -0.761 4.630 5.736  C52 1.077
58 H 1.168 4.512 3.840  C53 1.077
59 H 2.131 6.809 3.638  N54 1.003
60 H 1.100 8.503 5.167  C55 1.076
61 C 3.783 2.115 3.167  C62 1.422, C65 1.370, H66 1.076
62 C 4.549 2.964 4.013  C61 1.422, C63 1.369, H67 1.077
63 C 5.825 2.988 3.517  C62 1.369, N64 1.368, H68 1.076
64 N 5.858 2.189 2.407  C63 1.368, C65 1.368, H69 1.003
65 C 4.620 1.652 2.187  C61 1.370, N64 1.368, H70 1.077
66 H 2.737 1.881 3.266  C61 1.076
67 H 4.200 3.495 4.883  C62 1.077
68 H 6.705 3.505 3.857  C63 1.076
69 H 6.668 2.023 1.840  N64 1.003
70 H 4.438 0.997 1.351  C65 1.077
71 C -6.138 -0.763 3.256  C72 1.422, C75 1.368, H76 1.077
72 C -7.073 -1.521 2.498  C71 1.422, C73 1.369, H77 1.077
73 C -7.025 -1.060 1.210  C72 1.369, N74 1.369, H78 1.076
74 N -6.098 -0.053 1.162  C73 1.369, C75 1.370, H79 1.003
75 C -5.553 0.135 2.405  C71 1.368, N74 1.370, H80 1.077
76 H -5.920 -0.864 4.306  C71 1.077
77 H -7.707 -2.313 2.859  C72 1.077
78 H -7.564 -1.363 0.329  C73 1.076
79 H -5.860 0.470 0.341  N74 1.003
80 H -4.799 0.884 2.578  C75 1.077
81 C 1.133 -1.805 -7.617  C82 1.422, C85 1.370, H86 1.077
82 C 2.529 -1.945 -7.845  C81 1.422, C83 1.370, H87 1.077
83 C 3.149 -1.886 -6.624  C82 1.370, N84 1.366, H88 1.077
84 N 2.185 -1.717 -5.671  C83 1.366, C85 1.367, H89 1.006
85 C 0.955 -1.666 -6.266  C81 1.370, N84 1.367, H90 1.077
86 H 0.352 -1.808 -8.358  C81 1.077
87 H 3.021 -2.075 -8.794  C82 1.077
88 H 4.189 -1.953 -6.356  C83 1.077
89 H 2.336 -1.624 -4.681  N84 1.006
90 H 0.062 -1.538 -5.678  C85 1.077
91 C 5.328 4.975 -2.083  C92 1.422, C95 1.369, H96 1.077
92 C 4.055 4.866 -1.460  C91 1.422, C93 1.368, H97 1.077
93 C 3.319 3.971 -2.189  C92 1.368, N94 1.370, H98 1.077
94 N 4.099 3.536 -3.227  C93 1.370, C95 1.369, H99 1.003
95 C 5.325 4.143 -3.170  C91 1.369, N94 1.369, H100 1.076
96 H 6.151 5.595 -1.769  C91 1.077
97 H 3.718 5.384 -0.578  C92 1.077
98 H 2.314 3.608 -2.057  C93 1.077
99 H 3.816 2.877 -3.928  N94 1.003
100 H 6.084 3.933 -3.903  C95 1.076